{
  "formula": "C5H8O",
  "method": "ωB97M-V with the def2-TZVPD basis set",
  "species": ["C", "C", "C", "C", "O", "C", "H", "H", "H", "H", "H", "H", "H", "H"],
  "positions_angstrom": [[1.583576, 0.028554, -0.381738], [0.341583, 0.191744, 1.225270], [-0.952621, 0.734502, 0.678271], [-1.338237, -0.099141, -0.553169], [-0.557535, -1.278906, -0.448708], [0.571256, -0.946677, 0.341471], [1.345750, 0.075862, -1.446648], [2.620927, -0.245378, -0.190653], [1.468198, 1.025983, 0.059582], [-1.000257, 1.818544, 0.533570], [-1.606637, 0.506305, 1.532028], [-1.103491, 0.436198, -1.484409], [-2.394223, -0.380778, -0.579539], [1.021706, -1.866813, 0.714674]],
  "forces_ev_per_angstrom": [[0.1, -0.4, -0.1], [-0.2, -0.2, 0.1], [-0.1, 0.0, 0.0], [-0.2, 0.2, -0.1], [0.0, -0.1, -0.1], [0.2, 0.1, 0.2], [0.0, -0.1, 0.2], [-0.2, -0.1, 0.0], [0.2, 0.4, -0.2], [0.1, -0.2, 0.1], [-0.1, 0.0, 0.0], [0.0, 0.0, 0.1], [0.1, 0.0, 0.0], [0.0, 0.3, -0.1]],
  "spin_multiplicity": 1,
  "homo_energy_ha": -0.3199,
  "orbital_gap_ev": 9.6,
  "charge": 0
}

=====

{
  "formula": "C5H8O",
  "method": "ωB97M-V with the def2-TZVPD basis set",
  "species": ["C", "C", "C", "C", "O", "C", "H", "H", "H", "H", "H", "H", "H", "H"],
  "positions_angstrom": [[-1.841109, 0.303877, -0.554128], [-0.431560, 0.137358, -0.078613], [0.620969, 0.926082, -0.270392], [1.862106, 0.239140, 0.233155], [1.383507, -0.851089, 1.004305], [0.032129, -1.096478, 0.659892], [-2.105718, -0.503429, -1.249355], [-1.976070, 1.253481, -1.079717], [-2.562837, 0.261150, 0.270007], [0.624631, 1.884395, -0.781262], [2.522370, 0.849334, 0.860707], [2.461209, -0.123163, -0.620684], [-0.541674, -1.283091, 1.577877], [-0.047956, -1.997569, 0.028214]],
  "forces_ev_per_angstrom": [[0.0, 0.0, 0.0], [0.1, 0.1, 0.0], [-0.1, -0.1, 0.0], [0.2, 0.2, -0.1], [0.0, -0.1, 0.0], [-0.3, -0.1, 0.0], [0.1, 0.1, 0.1], [0.0, -0.1, 0.1], [0.1, 0.0, -0.1], [0.0, -0.2, 0.0], [-0.2, 0.0, -0.1], [0.0, 0.0, 0.1], [0.1, 0.0, -0.1], [0.0, 0.1, 0.0]],
  "spin_multiplicity": 1,
  "homo_energy_ha": -0.3280,
  "orbital_gap_ev": 9.9,
  "charge": 0
}

=====

{
  "formula": "C5H8O",
  "method": "ωB97M-V with the def2-TZVPD basis set",
  "species": ["O", "C", "C", "C", "C", "C", "H", "H", "H", "H", "H", "H", "H", "H"],
  "positions_angstrom": [[-1.392738, -1.342438, -1.105624], [-0.423784, -1.729620, -0.409703], [0.579591, -0.755662, 0.006887], [0.277652, 0.462151, 1.115417], [-0.380337, 1.423554, 0.162183], [0.295734, 0.516052, -0.886660], [-0.356829, -2.807031, -0.226297], [1.548782, -1.211892, 0.243317], [-0.298074, 0.007911, 1.903334], [1.242866, 0.850567, 1.465282], [-1.476887, 1.383098, 0.143676], [-0.054701, 2.472462, 0.183639], [-0.839604, -0.234171, -1.455392], [1.278330, 0.965020, -1.140059]],
  "forces_ev_per_angstrom": [[0.4, -0.7, 0.6], [-0.6, 0.2, 0.2], [-0.2, 0.9, 0.9], [-0.1, -1.1, 0.5], [0.2, -0.5, -0.2], [-0.8, -0.2, -1.8], [0.2, 0.1, 0.1], [-0.2, 0.2, -0.4], [-0.2, 0.3, 0.7], [-0.3, -0.4, -0.1], [0.3, 0.0, 0.0], [0.0, -0.5, 0.1], [2.1, 1.9, 0.0], [-0.8, -0.3, -0.7]],
  "spin_multiplicity": 1,
  "homo_energy_ha": -0.2874,
  "orbital_gap_ev": 8.2,
  "charge": 0
}

=====

{
  "formula": "C5H8O",
  "method": "ωB97M-V with the def2-TZVPD basis set",
  "species": ["C", "C", "C", "C", "O", "C", "H", "H", "H", "H", "H", "H", "H", "H"],
  "positions_angstrom": [[-1.226373, -0.188756, 1.438457], [-0.521634, -0.677683, 0.178438], [0.111975, 0.451160, -0.635778], [1.472681, 0.890780, -0.188390], [2.063333, 0.324478, -1.255467], [0.891774, -0.092810, -1.804602], [-0.559153, 0.451316, 2.025987], [-1.522030, -1.035032, 2.067085], [-2.129350, 0.383452, 1.196863], [-1.222824, -1.229532, -0.459142], [-0.573836, 1.285021, -0.829821], [0.287784, -1.364450, 0.452040], [1.876507, 1.832191, 0.175788], [0.884632, -1.110897, -2.196724]],
  "forces_ev_per_angstrom": [[0.0, 0.0, 0.1], [-0.1, 0.0, 0.1], [-0.5, 0.0, 0.1], [-0.1, 0.5, 0.5], [1.1, -0.1, -0.5], [-0.3, -0.3, -0.1], [-0.1, -0.1, 0.0], [0.0, 0.1, -0.1], [0.2, 0.0, 0.0], [0.1, 0.1, 0.1], [0.0, -0.2, 0.0], [-0.1, 0.0, 0.0], [-0.1, -0.1, 0.0], [-0.1, 0.2, 0.0]],
  "spin_multiplicity": 1,
  "homo_energy_ha": [-0.2853, -0.2897],
  "orbital_gap_ev": [8.4, 8.5],
  "charge": 0
}

=====

{
  "formula": "C5H8O",
  "method": "ωB97M-V with the def2-TZVPD basis set",
  "species": ["O", "C", "C", "C", "C", "C", "H", "H", "H", "H", "H", "H", "H", "H"],
  "positions_angstrom": [[-0.624274, 2.142238, -1.081021], [-0.306097, 1.262221, -0.317525], [-1.238372, 0.242381, 0.311990], [-0.578145, -1.044748, -0.190175], [0.930994, -0.778064, 0.031702], [1.106327, 0.806662, 0.023913], [-1.128566, 0.303049, 1.403809], [-2.276209, 0.408700, 0.028556], [-0.853798, -1.958892, 0.343312], [-0.833223, -1.195360, -1.248363], [1.513466, -1.417963, -0.644879], [1.165571, -1.120308, 1.044089], [1.319243, 1.109222, 1.059189], [1.835889, 1.348664, -0.594018]],
  "forces_ev_per_angstrom": [[0.2, -0.2, 0.5], [-0.1, 0.1, -0.1], [-0.2, 0.0, 0.0], [0.0, -0.1, 0.0], [0.2, 0.3, 0.1], [0.0, -0.3, 0.0], [-0.1, 0.0, -0.1], [0.1, -0.1, 0.0], [-0.2, 0.2, 0.0], [0.2, 0.1, 0.2], [0.2, 0.7, 0.0], [0.1, 0.0, -0.1], [-0.1, 0.0, -0.2], [-0.1, -0.8, -0.1]],
  "spin_multiplicity": 1,
  "homo_energy_ha": -0.3464,
  "orbital_gap_ev": 10.3,
  "charge": 0
}

=====

{
  "formula": "C5H8O",
  "method": "ωB97M-V with the def2-TZVPD basis set",
  "species": ["C", "C", "C", "H", "H", "H", "H", "C", "C", "O", "H", "H", "H", "H"],
  "positions_angstrom": [[-1.205286, 0.247435, -1.203896], [-0.673539, 1.308952, -0.653535], [-0.084873, 2.235253, 0.048732], [-0.644040, -0.361700, -1.908555], [-2.209224, -0.078036, -0.942197], [0.401253, 1.898100, 0.964199], [-0.060936, 3.290663, -0.200450], [1.203930, -1.404960, 0.117544], [0.143653, -0.875604, 1.054863], [0.359321, -0.024910, 1.888526], [1.743415, -0.583473, -0.362869], [1.925548, -1.969830, 0.716251], [0.782036, -2.063123, -0.646934], [-0.855599, -1.350797, 0.980839]],
  "forces_ev_per_angstrom": [[0.0, 0.2, 0.0], [0.0, 0.0, 0.1], [-0.1, -0.1, -0.1], [-0.1, 0.2, 0.0], [0.1, 0.1, -0.1], [0.0, 0.2, -0.1], [-0.1, -0.2, -0.1], [0.0, 0.0, 0.0], [0.2, 0.1, 0.3], [-0.1, -0.5, -0.2], [-0.1, -0.1, 0.1], [0.0, 0.0, -0.1], [0.0, 0.1, 0.1], [0.1, 0.1, 0.1]],
  "spin_multiplicity": 1,
  "homo_energy_ha": -0.3602,
  "orbital_gap_ev": 10.8,
  "charge": 0
}

=====

{
  "formula": "C5H8O",
  "method": "ωB97M-V with the def2-TZVPD basis set",
  "species": ["O", "C", "C", "C", "C", "C", "H", "H", "H", "H", "H", "H", "H", "H"],
  "positions_angstrom": [[1.233948, 0.582099, 1.569139], [0.634169, 0.088385, 0.410108], [-0.063420, -1.265584, 0.390191], [-1.267765, -0.592308, -0.341243], [-0.587767, 0.771609, -0.110218], [0.696791, 0.797900, -0.901686], [1.793350, 1.335382, 1.337372], [-0.354360, -1.527646, 1.411657], [0.439116, -2.122803, -0.072476], [-2.245865, -0.752740, 0.119268], [-1.351431, -0.864922, -1.401839], [-0.805236, 1.573156, 0.592417], [1.230687, 1.744193, -0.946475], [0.754200, 0.227034, -1.830526]],
  "forces_ev_per_angstrom": [[0.7, -0.1, 0.0], [0.0, -0.1, 0.0], [0.1, -0.1, 0.1], [-0.1, 0.0, 0.0], [-0.1, 0.1, 0.2], [0.2, 0.0, 0.0], [0.0, -0.3, 0.1], [0.1, 0.0, -0.1], [0.0, 0.1, 0.0], [0.2, 0.1, 0.1], [0.0, 0.2, 0.2], [-0.9, 0.2, -0.8], [0.0, -0.2, 0.2], [-0.1, 0.1, 0.2]],
  "spin_multiplicity": 1,
  "homo_energy_ha": -0.3185,
  "orbital_gap_ev": 9.7,
  "charge": 0
}

=====

{
  "formula": "C5H8O",
  "method": "ωB97M-V with the def2-TZVPD basis set",
  "species": ["C", "C", "C", "C", "C", "O", "H", "H", "H", "H", "H", "H", "H", "H"],
  "positions_angstrom": [[-1.460387, -0.998185, -0.365743], [-0.379340, 0.011497, -0.427260], [-0.039379, 1.043042, 0.594311], [1.465882, 0.970886, 0.429486], [1.896819, -0.283407, 0.254174], [0.954410, -1.172654, -0.046109], [-1.523891, -1.381676, 0.651549], [-2.430219, -0.626759, -0.706285], [-1.132792, -1.800398, -1.031125], [-0.244584, 0.468185, -1.428219], [-0.397732, 0.760242, 1.599289], [-0.376630, 2.066703, 0.385574], [2.080244, 1.842239, 0.334581], [2.945305, -0.572778, 0.377453]],
  "forces_ev_per_angstrom": [[-0.2, -0.2, 0.1], [0.9, -1.3, 0.2], [0.2, -0.2, -0.2], [0.6, 0.4, 0.6], [0.0, 0.8, -0.1], [-1.6, 1.7, -0.8], [-0.2, -0.1, -0.1], [0.1, 0.1, 0.1], [-0.3, -0.1, 0.1], [0.5, -0.9, 0.3], [0.3, 0.0, -0.2], [-0.2, -0.4, -0.3], [0.3, 0.3, 0.6], [-0.4, -0.3, -0.4]],
  "spin_multiplicity": 1,
  "homo_energy_ha": -0.2948,
  "orbital_gap_ev": 9.1,
  "charge": 0
}

=====

Record-wise energy relative to the best compared isomer or geometry (same formula, charge and spin) values, in eV: 3.946; 1.023; 4.338; 4.326; 0.375; 2.538; 2.387; 2.366
Record-wise maximum force values, in Eh/bohr: 0.0100; 0.0060; 0.0560; 0.0243; 0.0150; 0.0108; 0.0237; 0.0480
Record-wise DFT total energy values, in eV: -7358.309; -7361.232; -7357.918; -7357.930; -7361.880; -7359.718; -7359.868; -7359.889